The following is a DFT calculation (ωB97M-V/def2-TZVPD) of a structure of composition C18H25F4IrN2O4.

Properties
Orbital gap, Ha: 0.276
E_HOMO, eV: -7.724
Molar mass, Da: 601.6

The geometry in ORCA input format:
```
! RIJCOSX wB97M-V def2-TZVPD def2/J DEFGRID3
* xyz 0 1
Ir -0.7967 -0.0821 0.4896
C 1.7240 2.3248 1.9175
C 0.6747 1.5711 2.7213
N 0.3745 0.1751 2.2603
C -0.4443 -0.4950 3.3203
C -1.8350 0.0827 3.5173
C 1.6614 -0.5693 2.1238
C 1.5219 -1.6385 1.0742
N 0.8934 -0.9958 -0.0763
C 0.9403 -1.5929 -1.3223
C 0.5462 -0.8960 -2.4787
F 0.1713 0.3779 -2.3959
C 0.5716 -1.4763 -3.7320
F 0.1924 -0.7311 -4.7745
C 0.9959 -2.7720 -3.9433
C 1.3888 -3.4743 -2.8267
F 1.7870 -4.7511 -2.9421
C 1.3539 -2.9179 -1.5635
F 1.6715 -3.7403 -0.5317
H 1.5344 3.3944 2.0057
H 1.6882 2.0772 0.8607
H 2.7283 2.1387 2.2973
H -0.2761 2.1015 2.7261
H 1.0027 1.4964 3.7653
H 0.1160 -0.4221 4.2592
H -0.5054 -1.5507 3.0530
H -1.8150 1.0624 3.9931
H -2.3950 -0.5891 4.1687
H -2.3975 0.1591 2.5837
H 1.9606 -0.9649 3.0979
H 2.4194 0.1286 1.7872
H 0.9681 -2.5003 1.4687
H 2.5184 -1.9954 0.8126
H 1.0133 -3.2100 -4.9293
C -2.1830 -4.0228 -0.9522
C -2.5080 -2.7102 -0.2677
C -3.8396 -2.7524 0.4644
O -1.4953 -2.4283 0.7410
C -2.5741 -1.5496 -1.2904
O -2.9218 -1.7528 -2.4271
O -2.3449 -0.3604 -0.7801
H -2.2429 -4.8471 -0.2394
H -1.1799 -3.9897 -1.3848
H -2.8800 -4.1943 -1.7687
H -3.8531 -3.5930 1.1588
H -4.6564 -2.8630 -0.2483
H -3.9882 -1.8273 1.0226
H -0.7126 -2.9395 0.5005
C -2.1033 2.4420 0.2498
C -0.7399 1.8008 -0.0621
O 0.1216 2.4422 -0.5966
H -2.0831 3.4691 -0.1090
H -2.2993 2.4379 1.3263
H -2.9001 1.8822 -0.2405
*
```


The following is a DFT calculation (ωB97M-V/def2-TZVPD) of a cluster of 20 separate species, H39O20 in total at a distorted geometry.

Properties
Orbital gap, Ha: 0.346
E_HOMO, eV: -7.268
Molar mass, Da: 359.3

The geometry in ORCA input format:
```
! RIJCOSX wB97M-V def2-TZVPD def2/J DEFGRID3
* xyz -1 1
O 1.4188 1.8474 4.6854
H 0.6637 1.5174 4.2118
O 4.6247 1.7697 -1.8470
H 5.1177 2.2711 -1.1906
H 5.1645 0.9719 -1.9195
O 5.9391 -1.2137 -0.4931
H 5.0865 -1.0588 -0.0594
H 5.8705 -2.1952 -0.4186
O 0.3891 -0.2857 -3.6967
H 0.4955 0.3830 -3.0233
H 1.5973 1.1091 5.2731
O 1.1380 -4.2619 0.2826
H 1.7326 -3.4958 0.3083
H 1.4180 -4.8604 -0.4008
O -4.6684 -1.0637 1.4587
H -3.9484 -0.8425 2.0521
H -4.3312 -0.9510 0.5651
O 1.8055 -1.5901 0.2996
H 0.8462 -1.4201 0.4938
H 2.0701 -0.8309 -0.2289
O -0.6084 -0.7794 -0.1050
H 0.6519 -1.1341 -3.3348
H -2.7875 3.8757 0.8621
O 3.0458 -2.6274 -2.3685
H 2.9870 -1.8349 -1.8356
H 3.1630 -2.4712 -3.2988
O -0.4841 3.8505 -3.3821
H 0.3795 3.7289 -2.9689
H -0.8968 3.1938 -2.7896
O -2.1480 -1.7280 1.7498
H -1.5540 -2.0935 1.0832
H -2.9862 -2.1839 1.6048
O -1.8765 2.3542 1.3450
H -2.3376 1.5125 1.3130
H -1.2159 2.4034 0.6581
O -1.1790 1.1889 -1.4184
H -2.0324 0.9320 -1.7880
H -0.7515 -0.2225 0.6652
O -3.6261 4.3697 0.9862
H -1.0382 0.2003 -0.8761
H -4.2308 3.9213 0.3808
O -5.3000 1.9964 -0.3917
H -5.5984 1.5177 -1.1680
H -5.7048 1.6160 0.3618
O -0.5692 -2.6251 -2.6417
H -0.5568 -3.4433 -2.1361
H -0.4033 -1.9264 -1.9929
O 0.2467 -0.4763 3.8303
H -0.5538 0.0519 3.8239
H 0.2571 -1.0940 3.1158
O 2.1146 1.0785 -0.5968
H 1.7380 1.8959 -0.9176
H 1.4048 0.5998 -0.1602
O -4.6219 2.8228 2.8620
H -3.8701 2.4063 3.2946
H -4.1648 3.5936 2.4258
O 4.4759 -3.6428 -0.5698
H 4.2877 -3.7538 -1.5218
H 3.9145 -2.8734 -0.4525
*
```


The following is a DFT calculation (ωB97M-V/def2-TZVPD) of a structure of composition C5H2F15K2O16S5 at a distorted geometry.

Properties
Orbital gap, Ha: 0.094
E_HOMO, eV: -2.119
Molar mass, Da: 841.6

The geometry in ORCA input format:
```
! RIJCOSX wB97M-V def2-TZVPD def2/J DEFGRID3
* xyz -3 1
K 2.0546 6.0543 -5.4854
K 7.0099 2.4250 -2.8025
C -4.3541 -2.2029 3.2274
F -4.6943 -3.4881 3.3129
F -3.0715 -2.0318 3.6583
F -4.5461 -1.8016 1.9800
S -5.6152 -1.1637 4.2784
O -6.6545 -0.9080 3.2680
O -5.9774 -2.1204 5.3325
O -4.9201 0.0633 4.7209
C -3.9011 1.8410 -5.1730
F -3.5354 1.0295 -4.2520
F -3.0973 1.6693 -6.2301
F -5.1183 1.6339 -5.6335
S -3.7806 3.5299 -4.4757
O -4.1178 3.4306 -3.0705
O -2.4186 3.9361 -4.8165
O -4.7806 4.3368 -5.2155
C 0.4148 0.3855 -0.7640
F 0.2388 -0.1356 -2.0084
F -0.5502 1.1816 -0.3972
F 0.5849 -0.5889 0.1336
S 2.0292 1.4892 -0.7492
O 1.9897 2.3551 -1.9289
O 1.9433 2.1370 0.5658
O 3.1741 0.5704 -0.8759
C 6.7349 2.2250 3.4111
F 5.5906 1.4742 3.3975
F 7.5086 1.7893 4.3975
F 7.4110 2.0292 2.2360
S 6.4120 4.1717 3.6270
O 7.6747 4.7393 4.0433
O 5.8972 4.6588 2.3590
O 5.3727 4.1305 4.6815
C -0.6305 -6.4093 -1.8344
F -1.2230 -5.3343 -2.4441
F 0.6607 -6.0930 -1.6663
F -1.2129 -6.5087 -0.6242
S -0.9635 -7.9165 -2.9153
O 0.2011 -8.7968 -2.8144
O -2.2103 -8.5551 -2.4167
O -1.1002 -7.3411 -4.3083
O 1.5653 2.5592 4.9733
H 1.6504 2.5440 4.0200
H 2.3548 3.0067 5.2777
*
```